ORCA calculation (the ωB97M-V functional and the def2-TZVPD basis) on an isolated molecule of C2H7N5S at a distorted geometry.

Geometry (Å):
C (0.639, 0.725, 0.189)
C (-0.528, -0.729, -1.709)
H (-1.285, 1.811, 1.496)
H (-0.420, 3.324, 0.874)
H (1.592, 1.349, 1.799)
H (1.204, -0.899, -0.816)
H (0.205, -0.698, -2.709)
H (-0.697, -3.253, -0.100)
H (-0.037, -1.895, 0.418)
N (-0.305, 2.456, 1.681)
N (0.717, 1.556, 1.144)
N (1.557, -0.286, 0.039)
N (-0.729, -1.924, -1.399)
N (-1.000, -2.391, -0.087)
S (-0.913, 0.853, -0.820)

Its largest force on an atom is 8.8 eV Å⁻¹. For the energy, the calculation gives -20467.4055 eV. As for the HOMO energy: -8.9497 eV. As for the frontier orbital gap: 0.3425 Eh.